1.
# C2H2O3

A molecular structure, C2H2O3 (ωB97M-V/def2-TZVPD, the Open Molecules 2025 dataset).

The geometry in XYZ format:
```
7
C2H2O3 | the Open Molecules 2025 dataset | ωB97M-V/def2-TZVPD
C -1.316 0.653 -0.167
C -0.426 -0.321 -0.084
O -2.307 -0.333 -0.034
O -1.321 -1.329 0.042
O 1.926 -0.794 -0.119
H -1.477 1.700 -0.261
H 1.846 -1.640 0.327
```

Output
- HOMO-LUMO gap (spin up / spin down): 7.608 / 7.609 eV
- ΔE to the lowest compared entry with this formula, charge and spin: 953.3 kJ/mol

In elementary charge units, the Löwdin charges are: -0.042 0.021 0.009 0.035 -0.107 0.114 -0.030

---

2.
# C6H12F6NO8S2Tl

A molecular structure, C6H12F6NO8S2Tl (ωB97M-V/def2-TZVPD, the Open Molecules 2025 dataset).

The geometry in XYZ format:
```
36
C6H12F6NO8S2Tl | the Open Molecules 2025 dataset | ωB97M-V/def2-TZVPD
Tl -1.140 -0.923 1.511
C -3.231 3.062 -0.663
F -2.242 3.863 -0.418
F -3.886 2.849 0.488
F -4.023 3.505 -1.674
S -2.476 1.440 -1.245
O -3.303 0.404 -0.596
O -2.479 1.278 -2.683
N -0.958 1.251 -0.498
S 0.006 1.826 -1.612
O 0.441 0.836 -2.582
O -0.431 3.136 -2.160
C 1.565 2.333 -0.473
F 1.059 3.165 0.473
F 2.066 1.255 0.083
F 2.499 2.995 -1.205
C -1.187 -2.079 -2.141
C 0.230 -2.597 -1.687
O 0.756 -1.831 -0.610
O -2.129 -2.103 -1.089
H -1.609 -2.666 -2.958
H -0.970 -1.057 -2.453
H 0.957 -2.799 -2.473
H 0.159 -3.611 -1.293
H 1.705 -1.975 -0.619
H -3.036 -2.064 -1.401
C 2.147 -1.675 3.261
C 2.538 -0.198 2.938
O 1.359 0.578 2.862
O 1.302 -2.243 2.311
H 1.809 -1.698 4.297
H 2.968 -2.392 3.225
H 3.080 -0.293 1.997
H 3.196 0.189 3.715
H 1.682 1.375 3.289
H 1.574 -3.136 2.086
```

Output
- HOMO-LUMO gap: 2.767 eV
- ΔE to the lowest compared entry with this formula, charge and spin: 0.0 kJ/mol
- Charge: +2

Atom charges from the Löwdin analysis, given in e for atoms 1 to 8: 1.197 -0.619 0.187 0.186 0.186 0.708 -0.280 -0.191

---

3.
# C24H36Cl4F16O5

7 unconnected molecules or ions with the total composition C24H36Cl4F16O5 (ωB97M-V/def2-TZVPD, the Open Molecules 2025 dataset).

The geometry in XYZ format:
```
85
C24H36Cl4F16O5 | the Open Molecules 2025 dataset | ωB97M-V/def2-TZVPD
C -0.565 -4.963 30.289
C -0.501 -6.230 29.461
C 0.215 -7.350 30.277
F 0.483 -8.439 29.648
F 1.288 -6.865 30.842
F -1.694 -6.671 28.995
F 0.252 -5.954 28.359
O -0.841 -5.087 31.697
C -2.251 -4.967 31.979
C -2.205 -5.193 33.552
F -1.196 -4.593 34.231
F -3.406 -4.823 34.049
F -2.633 -3.799 31.624
F -3.033 -5.891 31.421
H -1.228 -4.262 29.783
H 0.325 -4.338 30.214
H -0.368 -7.758 31.103
H -2.152 -6.252 33.802
C -1.468 4.304 28.168
C -2.486 3.493 27.301
C -1.931 2.065 26.886
F -0.624 2.065 26.648
F -2.310 1.237 27.857
F -3.647 3.359 27.841
F -2.670 4.186 26.182
O -2.012 5.450 28.825
C -1.279 6.684 28.681
C -1.179 7.118 27.195
F -2.371 7.179 26.656
F -0.635 8.338 27.164
F -1.857 7.602 29.452
F -0.093 6.514 29.263
H -0.487 4.388 27.699
H -1.113 3.684 28.991
H -2.430 1.600 26.036
H -0.479 6.437 26.710
C -4.752 -1.454 24.360
C -4.333 -2.823 23.807
C -2.853 -2.618 23.630
O -2.469 -1.653 24.583
C -3.568 -0.829 25.054
H -5.486 -1.600 25.153
H -5.264 -0.876 23.591
H -4.866 -3.206 22.937
H -4.566 -3.571 24.565
H -2.658 -2.257 22.620
H -2.197 -3.454 23.871
H -3.436 0.208 24.744
H -3.673 -0.916 26.136
C 4.974 -3.165 29.137
C 6.125 -4.133 28.947
C 6.110 -4.623 27.462
O 5.048 -3.785 26.863
C 4.118 -3.413 27.904
H 5.302 -2.130 29.044
H 4.565 -3.264 30.143
H 6.069 -4.930 29.688
H 7.034 -3.592 29.211
H 5.652 -5.610 27.542
H 7.129 -4.563 27.081
H 3.329 -4.154 28.031
H 3.597 -2.499 27.620
C -5.887 -2.696 28.493
C -6.820 -2.900 29.657
C -6.040 -4.041 30.378
O -5.106 -4.586 29.496
C -5.496 -4.134 28.195
H -4.989 -2.120 28.718
H -6.263 -2.153 27.626
H -7.749 -3.443 29.481
H -7.066 -2.004 30.227
H -6.585 -4.852 30.860
H -5.544 -3.452 31.150
H -6.305 -4.752 27.807
H -4.720 -4.223 27.435
C -3.743 0.278 30.782
Cl -2.691 -0.475 32.076
Cl -5.520 0.311 31.072
H -3.463 1.309 30.566
H -3.463 -0.287 29.893
C -0.837 -1.902 26.989
Cl -2.126 -2.106 28.196
Cl 0.847 -1.615 27.560
H -0.916 -2.791 26.363
H -1.059 -1.045 26.352
```

Output
- HOMO-LUMO gap (spin up / spin down): 8.030 / 1.735 eV
- Multiplicity: 2
- Charge: +1

Atom charges from the Löwdin analysis, given in e for atoms 1 to 8: -0.078 -0.423 -0.413 0.155 0.130 0.132 0.092 0.008

---

4.
# C8H15N2

A gas-phase ion, C8H15N2 (charge +1) (ωB97M-V/def2-TZVPD, the Open Molecules 2025 dataset).

The geometry in XYZ format:
```
25
C8H15N2 | the Open Molecules 2025 dataset | ωB97M-V/def2-TZVPD
C 0.222 -1.816 0.852
C 2.240 -1.337 -0.091
C -0.188 -0.374 0.939
C 0.229 -0.012 -0.676
C -1.650 -0.035 1.251
C 0.800 0.426 1.769
C -0.545 -0.899 -1.659
C 0.174 1.504 -1.103
N 1.402 -2.097 0.544
N 1.608 -0.482 -0.925
H -0.558 -2.715 0.969
H 3.246 -1.475 -0.134
H -2.022 0.955 0.765
H -1.877 0.018 2.344
H -2.276 -0.919 0.878
H 0.543 1.403 1.887
H 1.754 0.537 1.383
H 0.858 0.128 2.857
H -0.431 -1.947 -1.556
H -0.220 -0.640 -2.640
H -1.541 -0.641 -1.508
H -0.541 1.716 -1.860
H 1.075 1.662 -1.665
H -0.114 2.227 -0.306
H 2.071 0.010 -1.718
```

Output
- HOMO-LUMO gap: 9.318 eV
- SMILES: CC1(C)C=NC=[NH+]C1(C)C
- ΔE to the lowest compared entry with this formula, charge and spin: 214.5 kJ/mol
- Charge: +1

Atom charges from the Löwdin analysis, given in e for atoms 1 to 8: -0.032 -0.038 -0.397 -0.378 -0.023 -0.029 -0.008 0.028

---

5.
# C6H11N3O

2 unconnected molecules or ions with the total composition C6H11N3O (ωB97M-V/def2-TZVPD, the Open Molecules 2025 dataset).

The geometry in XYZ format:
```
21
C6H11N3O | the Open Molecules 2025 dataset | ωB97M-V/def2-TZVPD
C 2.931 -1.843 -2.257
C 0.083 0.142 -1.454
C 1.667 -1.266 -1.715
C 0.827 -1.807 -0.793
N 1.191 -0.035 -2.110
N -0.164 -0.879 -0.592
H -0.640 0.950 -1.433
H -0.992 -1.009 -0.026
H 0.861 -2.735 -0.252
H 3.252 -2.662 -1.615
H 3.755 -1.143 -2.361
H 2.753 -2.256 -3.252
C -2.300 2.115 2.927
C -1.558 1.201 1.990
O -1.996 0.091 1.712
N -0.411 1.649 1.434
H -2.552 1.623 3.857
H -3.198 2.399 2.380
H -0.041 1.089 0.681
H -0.155 2.622 1.455
H -1.747 3.029 3.128
```

Output
- HOMO-LUMO gap: 9.346 eV
- SMILES: Cc1c[nH]cn1.CC(N)=O
- ΔE to the lowest compared entry with this formula, charge and spin: 4.0 kJ/mol

Atom charges from the Löwdin analysis, given in e for atoms 1 to 8: -0.051 -0.240 -0.361 -0.066 0.097 0.037 0.121 0.124

---

6.
# C4H30N2O9

10 unconnected molecules or ions with the total composition C4H30N2O9 (ωB97M-V/def2-TZVPD, the Open Molecules 2025 dataset).

The geometry in XYZ format:
```
45
C4H30N2O9 | the Open Molecules 2025 dataset | ωB97M-V/def2-TZVPD
C 1.065 0.078 -2.255
N -0.319 0.056 -1.823
C -0.462 -2.452 -1.397
C -0.691 -0.965 -0.877
C 0.092 -0.877 0.437
N -0.516 -1.526 1.617
H 1.297 1.060 -2.670
H 1.668 -0.126 -1.371
H 1.427 -0.669 -2.982
H -1.053 0.178 -2.505
H -1.090 -3.146 -0.833
H 0.563 -2.702 -1.124
H -0.700 -2.482 -2.459
H -1.758 -0.889 -0.647
H 1.052 -1.402 0.404
H 0.265 0.180 0.668
H -0.889 -2.451 1.441
H -1.304 -0.962 1.929
H -3.647 -0.045 1.032
H -3.037 0.666 2.133
O -3.495 -0.165 1.977
H -1.611 2.178 0.359
H -1.933 1.061 -0.524
O -2.234 1.440 0.319
H 1.211 2.736 1.373
H 2.179 2.138 2.362
O 1.288 2.498 2.312
H 0.211 3.047 -0.967
H 0.619 4.365 -0.350
O 0.975 3.496 -0.578
H 3.813 -2.766 -1.411
H 3.313 -2.876 0.090
O 3.538 -2.282 -0.634
H -1.650 3.369 2.968
H -0.481 2.818 2.241
O -1.380 3.159 2.065
H 1.769 -4.288 2.171
H 1.043 -2.937 1.876
O 1.653 -3.592 1.518
H -3.069 2.584 -3.183
H -2.835 1.524 -4.170
O -2.372 1.972 -3.449
H 1.955 -0.418 2.196
H 2.757 -0.491 0.922
O 2.771 -0.092 1.801
```

Output
- HOMO-LUMO gap: 8.847 eV
- SMILES: CN[C@@H](C)CN.O.O.O.O.O.O.O.O.O
- ΔE to the lowest compared entry with this formula, charge and spin: 229.7 kJ/mol

Atom charges from the Löwdin analysis, given in e for atoms 1 to 8: -0.099 -0.096 -0.032 -0.392 -0.266 0.026 0.078 0.066

---

7.
# C5H11NO

3 unconnected molecules or ions with the total composition C5H11NO (ωB97M-V/def2-TZVPD, the Open Molecules 2025 dataset).

The geometry in XYZ format:
```
18
C5H11NO | the Open Molecules 2025 dataset | ωB97M-V/def2-TZVPD
C -2.122 -0.395 -0.850
C -1.602 0.798 -1.114
C 1.110 0.637 0.408
C 0.557 1.323 1.615
N 1.472 -0.584 0.449
C 2.043 -1.100 -0.731
O 2.758 -0.488 -1.488
H -1.974 -1.240 -1.518
H -0.834 -2.478 0.497
H -2.708 -0.575 0.049
H -1.011 0.972 -2.010
H -1.749 1.642 -0.444
H 1.225 1.220 -0.514
H -0.110 2.149 1.351
H 0.027 0.607 2.246
H 1.388 1.736 2.198
H -0.263 -2.060 0.735
H 1.794 -2.165 -0.879
```

Output
- HOMO-LUMO gap: 10.351 eV
- SMILES: C/C=N/C=O.[H][H].C=C
- ΔE to the lowest compared entry with this formula, charge and spin: 314.8 kJ/mol

Atom charges from the Löwdin analysis, given in e for atoms 1 to 8: -0.105 -0.098 -0.219 -0.063 0.050 -0.347 0.045 0.048

---

8.
# C2H3NO3

C2H3NO3 in the gas phase (ωB97M-V/def2-TZVPD, the Open Molecules 2025 dataset).

The geometry in XYZ format:
```
9
C2H3NO3 | the Open Molecules 2025 dataset | ωB97M-V/def2-TZVPD
C 1.148 -0.402 0.223
C -0.376 -0.571 0.038
N -0.737 -2.020 -0.161
O -0.497 -2.462 -1.201
O 1.932 -1.240 -0.164
O -1.265 -2.490 0.752
H 1.447 0.486 0.879
H -0.804 -0.039 -0.828
H -0.758 -0.324 0.967
```

Output
- HOMO-LUMO gap: 11.106 eV
- SMILES: O=CC[N+](=O)[O-]
- ΔE to the lowest compared entry with this formula, charge and spin: 476.4 kJ/mol

Atom charges from the Löwdin analysis, given in e for atoms 1 to 8: -0.201 -0.025 -0.491 0.137 0.074 0.125 0.140 0.149